# 1
ORCA calculation (ωB97M-V with the def2-TZVPD basis set) on a gas-phase ion, C2H8N3 (charge +1) at a distorted geometry.

Summary:
HOMO energy = -15.0 eV
charge = +1
E = -244.90692 Ha
relative energy (zero: lowest compared OMol25 entry of this formula, charge and spin) = 100.8 kcal/mol
gap between HOMO and LUMO = 0.41534 hartree

```
13
Properties=species:S:1:pos:R:3:forces:R:3:lowdin_charge:R:1
C 2.2881 0.2673 -0.1127 -3.8 -2.0 -1.0 0.08
C -1.0766 -0.5771 0.3509 1.8 1.3 2.6 -0.25
N 1.0326 0.4738 -0.0889 -1.5 -2.6 0.0 0.02
N 0.1296 -0.8879 -0.3810 2.1 2.7 0.6 0.03
N -1.5013 0.6863 -0.2074 2.7 3.1 3.5 0.12
H 2.9554 1.0240 -0.1719 2.0 2.5 0.5 0.07
H 2.5343 -0.7344 -0.3617 1.1 -0.8 0.1 0.09
H -1.8094 -1.2354 0.1550 -2.2 -3.0 -0.3 0.10
H -0.8925 -0.4293 1.4764 -0.5 -0.3 -1.5 0.17
H 0.6359 -1.6390 0.0767 0.0 -0.2 0.0 0.11
H -2.0353 1.3565 0.3756 0.1 -1.0 -0.1 0.18
H -1.9246 0.6359 -1.0757 -0.5 -0.1 -2.5 0.12
H -0.3362 1.0595 -0.0354 -1.3 0.4 -1.7 0.17
```
Forces are in eV/Å.

# 2
ORCA calculation (ωB97M-V with the def2-TZVPD basis set) on a gas-phase ion, C2H8N3 (charge +1) at a distorted geometry.

Summary:
HOMO energy = -14.7 eV
charge = +1
E = -244.97836 Ha
relative energy (zero: lowest compared OMol25 entry of this formula, charge and spin) = 56.0 kcal/mol
gap between HOMO and LUMO = 0.39445 hartree

```
13
Properties=species:S:1:pos:R:3:forces:R:3:lowdin_charge:R:1
C -0.2243 0.0905 -0.0659 1.7 -5.3 0.4 -0.20
C -1.5771 0.6338 -0.0794 -0.4 0.3 -0.1 0.00
N 0.0319 -1.5060 -0.0051 -0.9 5.2 0.0 0.14
N 0.8600 0.7791 0.0679 -1.0 0.4 0.0 0.02
N 2.1181 0.2532 0.1003 0.7 -0.5 -0.3 0.11
H -2.0914 0.3779 -1.0072 0.1 0.0 0.0 0.11
H -1.5631 1.7168 0.0271 -0.1 0.0 0.0 0.10
H -2.1620 0.2033 0.7350 0.1 0.0 0.1 0.11
H -0.8499 -1.9840 -0.1504 0.0 0.1 -0.1 0.08
H 0.8005 1.7984 0.0417 0.0 -0.3 0.1 0.20
H 2.8112 0.8809 0.4910 -0.3 0.0 0.0 0.13
H 2.1356 -0.6737 0.5199 -0.1 0.2 0.1 0.11
H 0.7052 -1.7543 -0.7179 0.1 -0.1 -0.2 0.08
```
Forces are in eV/Å.

# 3
ORCA calculation (ωB97M-V with the def2-TZVPD basis set) on a molecular structure, C2H8N3 at a distorted geometry.

Summary:
HOMO energy (spin up / spin down) = -8.7 / -15.4 eV
2S+1 = 3
charge = +1
E = -244.70646 Ha
relative energy (zero: lowest compared OMol25 entry of this formula, charge and spin) = 88.1 kcal/mol
gap between HOMO and LUMO (spin up / spin down) = 0.19024 / 0.30247 hartree
<S²> = 2.008

```
13
Properties=species:S:1:pos:R:3:forces:R:3:lowdin_charge:R:1
C 1.1108 -0.8660 -0.1484 0.6 -0.6 1.1 -0.09
C -1.1805 0.6471 -0.1140 -1.3 5.7 -1.8 -0.27
N 0.5404 0.2470 -0.8172 1.5 -1.1 -2.4 0.10
N -2.0380 -0.3140 -0.0975 -2.7 -3.5 0.2 0.08
N 1.6892 0.4865 0.0299 3.2 0.1 2.2 0.06
H 0.5175 -1.3006 0.7291 0.9 1.1 -0.9 0.15
H 1.7982 -1.6521 -0.5532 -0.8 0.9 -0.4 0.15
H -1.3468 1.5211 -0.8115 -0.1 -1.4 0.7 0.12
H -0.7671 0.9845 0.7644 0.9 0.4 2.4 0.06
H -2.4848 -0.4408 -0.9880 -0.7 -0.8 0.2 0.13
H -1.9177 -1.0830 0.5613 -0.6 0.2 -0.6 0.13
H 1.6035 0.9508 0.9562 -0.7 -0.2 -0.8 0.19
H 2.5422 0.8421 -0.4349 -0.3 -0.8 0.1 0.19
```
Forces are in eV/Å.

# 4
ORCA calculation (ωB97M-V with the def2-TZVPD basis set) on 2 unconnected molecules or ions with the total composition C2H8N3O at a distorted geometry.

Summary:
HOMO energy = -14.1 eV
charge = +1
E = -320.14053 Ha
relative energy (zero: lowest compared OMol25 entry of this formula, charge and spin) = 115.5 kcal/mol
gap between HOMO and LUMO = 0.39173 hartree

```
14
Properties=species:S:1:pos:R:3:forces:R:3:lowdin_charge:R:1
C -1.3570 1.2983 -0.2444 0.6 2.3 0.1 0.12
C -0.0759 0.7175 -0.0113 -1.0 -0.2 -0.4 -0.36
N 2.1665 -0.0723 -0.0460 -0.3 -1.5 -0.3 0.12
N 0.9725 0.3314 -0.6421 0.8 0.3 0.5 0.07
N -0.8149 -1.6050 0.5168 3.1 0.3 2.8 0.08
O -0.5718 1.2057 1.1009 0.4 -0.8 -1.2 0.16
H -1.2941 2.3741 -0.5323 -0.3 -1.0 0.0 0.15
H -2.3323 0.8499 -0.4039 0.3 -0.5 0.5 0.13
H 2.9052 -0.3620 -0.6941 -0.8 0.3 -0.1 0.13
H 2.4841 0.6556 0.5173 0.8 1.4 1.2 0.09
H 0.8571 0.0422 -1.5931 -0.3 0.1 -0.5 0.19
H -0.6214 -1.6840 1.5519 -0.5 0.2 -1.7 0.10
H -0.6217 -2.4855 0.1150 -0.2 -1.0 -0.6 0.04
H -1.6963 -1.2660 0.3654 -2.8 0.2 -0.3 -0.01
```
Forces are in eV/Å.

# 5
ORCA calculation (ωB97M-V with the def2-TZVPD basis set) on 2 unconnected molecules or ions with the total composition C2H8N3O2 at a distorted geometry.

Summary:
HOMO energy = -15.0 eV
charge = +1
E = -395.23471 Ha
relative energy (zero: lowest compared OMol25 entry of this formula, charge and spin) = 202.4 kcal/mol
gap between HOMO and LUMO = 0.32506 hartree

```
15
Properties=species:S:1:pos:R:3:forces:R:3:lowdin_charge:R:1
C 0.4579 1.4282 0.7406 2.5 -0.5 1.8 -0.11
C 1.3967 0.5978 -1.4218 -0.7 -0.1 -0.9 -0.05
N -1.2810 -0.6526 1.0596 -2.4 -2.0 2.0 0.07
N 0.3324 0.8698 -0.5336 -2.1 -0.6 -0.1 0.02
N -0.6407 -0.7792 0.0697 1.8 -0.5 -3.2 -0.07
O -2.1321 -1.7751 1.2800 0.5 1.0 0.2 0.03
O -0.6767 -1.8185 -0.8436 0.8 1.8 0.7 0.11
H 0.7000 2.4426 0.3619 -0.1 0.2 0.6 0.15
H -0.4543 1.3936 1.3310 -0.1 0.5 -0.5 0.07
H 1.3187 1.0559 1.4882 -1.4 0.7 -2.0 0.16
H 1.2270 1.2004 -2.3965 0.4 -0.8 1.7 0.17
H 2.3336 0.5970 -0.9342 1.4 0.8 0.3 0.09
H 1.3475 -0.4366 -1.7405 -0.6 -0.4 -0.4 0.11
H -2.5994 -1.6470 2.1466 0.7 0.3 -0.9 0.15
H -1.3295 -2.4762 -0.6071 -0.8 -0.5 0.7 0.11
```
Forces are in eV/Å.

# 6
ORCA calculation (ωB97M-V with the def2-TZVPD basis set) on a gas-phase ion, C2H8N3O2 (charge +1) at a distorted geometry.

Summary:
HOMO energy (spin up / spin down) = -11.9 / -14.6 eV
2S+1 = 3
charge = +1
E = -395.13733 Ha
relative energy (zero: lowest compared OMol25 entry of this formula, charge and spin) = 106.9 kcal/mol
gap between HOMO and LUMO (spin up / spin down) = 0.30732 / 0.21182 hartree
<S²> = 2.009

```
15
Properties=species:S:1:pos:R:3:forces:R:3:lowdin_charge:R:1
C 2.6712 -0.2620 -0.0755 -3.8 -1.4 -1.4 0.03
C -2.6490 -0.3312 0.5826 -1.7 -2.6 -2.7 0.02
N 1.4329 0.5375 -0.0450 4.2 2.3 1.9 0.05
N -0.8623 0.8994 -0.2588 -1.8 1.5 -2.0 0.18
N 0.2782 -0.0495 -0.2825 -1.1 3.8 -1.3 -0.34
O 0.0628 -1.2031 -0.2937 -0.7 -5.2 0.3 0.09
O -2.0533 0.2904 -0.5709 2.3 2.6 0.3 -0.04
H 2.5476 -0.9229 -0.9123 0.8 0.2 -1.4 0.11
H 3.4648 0.3629 -0.0109 2.4 1.7 -0.3 0.07
H 2.7157 -1.0281 0.6249 -0.2 -0.9 2.4 0.09
H -3.3786 -1.0499 0.1011 1.0 0.5 0.4 0.14
H -3.3028 0.3299 1.0663 -0.1 1.4 1.2 0.09
H -1.8896 -0.8921 1.0297 0.8 -0.6 1.6 0.07
H 1.6697 1.5573 -0.0205 -1.6 -1.2 -0.3 0.19
H -0.7072 1.7613 -0.9347 -0.4 -2.1 1.2 0.23
```
Forces are in eV/Å.

# 7
ORCA calculation (ωB97M-V with the def2-TZVPD basis set) on 2 unconnected molecules or ions with the total composition C2H8N3P at a distorted geometry.

Summary:
HOMO energy (spin up / spin down) = -8.9 / -9.0 eV
2S+1 = 3
E = -586.44019 Ha
relative energy (zero: lowest compared OMol25 entry of this formula, charge and spin) = 0.0 kcal/mol
gap between HOMO and LUMO (spin up / spin down) = 0.35717 / 0.28045 hartree
<S²> = 2.017

```
14
Properties=species:S:1:pos:R:3:forces:R:3:lowdin_charge:R:1
C 1.6931 0.9203 0.2123 -4.3 -3.5 -0.5 -0.10
C 1.8062 -0.6148 -0.0857 4.6 0.9 0.9 -0.42
N -1.0827 0.0619 0.9728 0.1 0.3 2.1 -0.28
N -3.4471 0.3475 -0.1330 0.7 0.8 1.4 -0.26
N 0.6624 -1.1730 -0.5752 -0.8 0.1 -1.1 0.01
P -1.8056 0.0310 -0.3672 -1.7 -0.2 -1.8 0.67
H 0.6448 0.8035 0.6272 1.6 1.3 0.9 -0.01
H 2.4188 1.3814 0.7814 1.4 0.8 1.2 0.04
H 1.4028 1.3922 -0.6845 0.5 0.9 -1.4 0.05
H 2.7285 -0.6956 -0.7908 -1.3 -0.4 0.3 0.14
H 2.2393 -1.1997 0.7873 -0.6 0.7 -0.4 0.12
H -3.9397 0.8813 0.5980 0.6 -0.7 -0.5 0.05
H -3.9928 0.0312 -0.8848 -1.0 -0.1 -0.9 -0.03
H 0.6721 -2.1672 -0.4579 0.1 -0.8 0.0 0.04
```
Forces are in eV/Å.

# 8
ORCA calculation (ωB97M-V with the def2-TZVPD basis set) on a gas-phase ion, C2H8N3S (charge +1) at a distorted geometry.

Summary:
HOMO energy = -13.5 eV
charge = +1
E = -643.12426 Ha
relative energy (zero: lowest compared OMol25 entry of this formula, charge and spin) = 48.5 kcal/mol
gap between HOMO and LUMO = 0.37705 hartree

```
14
Properties=species:S:1:pos:R:3:forces:R:3:lowdin_charge:R:1
C -1.3793 0.3940 -1.2502 1.0 1.0 1.1 -0.32
C -0.2905 0.0723 -0.2861 -1.9 -1.9 -0.8 -0.73
N 0.3048 1.1304 0.4975 -0.6 3.0 -0.1 0.12
N 0.6965 -0.9999 -0.3500 -1.7 2.2 -1.2 -0.05
N 1.2172 -1.0552 0.9262 2.6 -0.1 -1.0 0.01
S -2.0303 -0.3032 0.3290 0.5 0.1 -0.9 0.86
H -1.4362 1.4793 -1.2801 -0.6 0.0 -0.2 0.08
H -1.5395 -0.0229 -2.2297 0.1 -0.7 0.1 0.09
H -0.3509 1.4403 1.2742 1.1 -0.9 -0.8 0.17
H 1.1334 0.4239 0.8341 -0.1 0.9 1.1 0.13
H 0.3849 -1.8270 -0.8343 -0.2 -0.4 0.3 0.15
H 0.4346 2.0577 -0.0348 0.5 -2.0 0.6 0.20
H 2.2081 -1.2988 0.7779 -0.8 -0.4 1.2 0.16
H 0.6473 -1.4908 1.6263 0.0 -0.8 0.5 0.13
```
Forces are in eV/Å.

# 9
ORCA calculation (ωB97M-V with the def2-TZVPD basis set) on 2 unconnected molecules or ions with the total composition C2H8N3S2 at a distorted geometry.

Summary:
HOMO energy = -12.3 eV
charge = +1
E = -1041.31312 Ha
relative energy (zero: lowest compared OMol25 entry of this formula, charge and spin) = 65.3 kcal/mol
gap between HOMO and LUMO = 0.31295 hartree

```
15
Properties=species:S:1:pos:R:3:forces:R:3:lowdin_charge:R:1
C -0.0549 1.7071 1.9940 0.7 0.2 0.0 -0.37
C 0.6706 -0.3878 0.4916 -1.2 2.8 0.2 -0.56
N 0.7103 0.8304 -0.1365 2.3 -0.4 0.2 0.00
N 1.0358 -1.5486 -0.0292 -1.0 1.7 2.3 0.20
N 0.4179 2.0075 0.6050 -0.1 1.9 0.8 -0.11
S -0.2217 -0.1664 2.0112 0.4 0.2 -0.4 1.02
S -2.2828 -1.8746 -3.5088 1.8 -1.3 -0.5 0.38
H 0.7085 1.9941 2.7404 -0.2 -0.4 -0.3 0.08
H -0.9845 2.2584 2.3488 0.7 -1.1 -1.1 0.11
H 1.4688 1.0869 -0.7905 -0.8 -0.9 0.0 0.18
H 0.7527 -2.3688 0.4405 -0.2 -1.0 0.4 0.12
H 1.4141 -1.6245 -0.9079 1.0 -0.1 -2.4 0.11
H -1.5353 -3.1202 -3.1723 -2.0 2.2 0.1 -0.13
H 1.1365 2.8509 0.5089 -1.7 -3.0 0.3 0.20
H -3.2360 -1.6446 -2.5951 0.3 -0.9 0.5 -0.24
```
Forces are in eV/Å.

# 10
ORCA calculation (ωB97M-V with the def2-TZVPD basis set) on 2 unconnected molecules or ions with the total composition C2H8N3S2 at a distorted geometry.

Summary:
HOMO energy = -13.5 eV
charge = +1
E = -1041.36679 Ha
relative energy (zero: lowest compared OMol25 entry of this formula, charge and spin) = 31.6 kcal/mol
gap between HOMO and LUMO = 0.37772 hartree

```
15
Properties=species:S:1:pos:R:3:forces:R:3:lowdin_charge:R:1
C -0.0487 -1.2425 0.9758 -2.7 0.6 2.4 -0.77
C 0.0277 1.7047 -1.3989 -1.4 -0.4 -2.5 -0.64
N 0.7631 -2.0475 1.6615 2.2 -0.4 -3.8 0.13
N -0.0150 -0.8535 -0.2536 0.0 -1.0 -1.1 0.06
N -1.0594 1.0750 -1.6154 1.1 -0.8 1.3 0.03
S -1.5370 -0.6417 1.7991 1.5 0.6 1.9 0.82
S 0.5533 3.2765 -1.9171 -0.4 -0.2 0.6 0.87
H 0.8537 1.0759 -1.1560 0.5 -0.2 1.0 0.05
H 1.4670 -2.4844 0.9755 -1.0 0.5 2.2 0.17
H 0.5579 -2.5229 2.5222 -0.3 0.1 0.0 0.12
H 0.5743 -1.3864 -0.8776 0.3 0.0 -0.2 0.13
H -0.9236 -0.2736 3.0673 -0.9 -0.7 -2.0 -0.04
H -1.8573 1.5262 -1.9834 -0.8 0.9 -0.4 0.08
H -0.7959 -0.1978 -0.8193 0.9 0.0 0.6 0.09
H 1.4397 2.9918 -0.9802 1.1 1.1 0.1 -0.12
```
Forces are in eV/Å.

# 11
ORCA calculation (ωB97M-V with the def2-TZVPD basis set) on 2 unconnected molecules or ions with the total composition C2H8N4 at a distorted geometry.

Summary:
HOMO energy = -9.4 eV
E = -299.99856 Ha
relative energy (zero: lowest compared OMol25 entry of this formula, charge and spin) = 20.2 kcal/mol
gap between HOMO and LUMO = 0.37974 hartree

```
14
Properties=species:S:1:pos:R:3:forces:R:3:lowdin_charge:R:1
C 0.0209 0.9294 1.2246 -0.2 0.5 0.3 -0.37
C -0.8111 -1.1922 -1.8383 -0.3 -0.9 -0.2 -0.41
N 0.9517 1.1471 0.1089 0.1 -0.2 -0.4 -0.04
N 0.1828 -0.3427 1.8680 -0.4 -0.4 -0.1 -0.01
N -1.9361 -1.4087 -2.2560 -0.5 0.2 0.1 0.12
N 0.2387 -1.2134 -1.2502 0.4 -0.3 0.1 0.14
H 0.2118 1.6884 2.0035 -0.5 0.0 -0.3 0.10
H 0.7981 2.0480 -0.3294 0.1 0.0 0.0 0.08
H 1.1552 -0.5978 1.9992 -0.1 0.0 0.0 0.07
H 1.9208 1.0810 0.4063 -0.2 0.2 0.1 0.08
H -0.2808 -1.0695 1.3343 0.3 -0.1 0.0 0.05
H -2.1625 -1.6737 -3.1967 0.2 0.2 -0.2 0.05
H -1.0306 1.0055 0.8242 1.1 0.1 0.5 0.13
H 0.7411 -0.4015 -0.8984 0.0 0.6 -0.1 0.01
```
Forces are in eV/Å.

# 12
ORCA calculation (ωB97M-V with the def2-TZVPD basis set) on 2 unconnected molecules or ions with the total composition C2H8N4 at a distorted geometry.

Summary:
HOMO energy = -8.9 eV
E = -299.85345 Ha
relative energy (zero: lowest compared OMol25 entry of this formula, charge and spin) = 111.2 kcal/mol
gap between HOMO and LUMO = 0.35607 hartree

```
14
Properties=species:S:1:pos:R:3:forces:R:3:lowdin_charge:R:1
C 0.5935 1.4257 1.2730 -0.4 -0.8 1.9 -0.13
C 1.4130 1.6438 0.2891 3.2 -1.0 -0.5 -0.11
N -1.7261 -0.0322 -0.6385 -0.7 -0.7 1.3 0.06
N -0.7111 -1.7676 0.3545 2.7 -1.3 -1.3 0.09
N -0.1827 -1.0924 -1.8208 1.6 -0.5 -2.4 0.08
N -0.8474 -0.9424 -0.7950 -0.7 -0.1 2.9 -0.51
H 0.7588 0.8861 2.2464 0.2 0.4 -1.4 0.07
H -0.3686 1.8052 1.1267 -1.6 0.6 0.3 0.01
H 2.4514 1.1622 0.3055 -1.4 1.0 -0.2 0.07
H -2.0144 0.2224 -1.5567 0.1 0.7 -0.9 0.04
H 1.1527 2.2903 -0.5407 0.0 -0.3 -0.1 0.05
H -1.2839 -1.4952 1.1391 0.3 0.3 -0.2 0.08
H 0.2710 -2.2447 0.4575 -2.8 1.7 -0.1 0.15
H 0.4939 -1.8610 -1.8400 -0.6 0.0 0.7 0.05
```
Forces are in eV/Å.

> Number 1 is which compound?

C2H8N3

> Which value of relative energy (zero: lowest compared OMol25 entry of this formula, charge and spin) does entry 8 give?

48.5 kcal/mol

> What is the formula in the fourth record?

C2H8N3O